12
Properties=species:S:1:pos:R:3:mulliken_spin:R:1 method="wB97M-V/def2-TZVPD" s_squared=0.807 total_energy_ha=-4060.37791 total_charge=-5 multiplicity=2 homo_energy_ha="0.213 / 0.213"
O 1.424 0.527 1.109 -0.32
V 0.992 0.394 -0.420 1.35
Cl -1.511 -2.167 -3.597 0.00
Cl -1.022 2.670 2.052 0.00
Cl 2.405 2.682 -0.898 -0.01
Cl 4.489 1.156 4.230 0.00
Cl 2.786 -1.596 -1.423 0.00
Cl -1.054 1.473 -1.873 -0.02
N -2.100 -1.314 0.172 0.00
O -3.013 -0.509 0.502 0.00
O -2.384 -2.482 0.005 0.00
O -1.013 -0.835 0.141 0.00